C32H49N7O8Ti as an isolated structure. Source: the Open Molecules 2025 dataset; level of theory: ωB97M-V/def2-TZVPD.

Last column: Löwdin spin population.
CARTESIAN COORDINATES (ANGSTROEM)
Ti -0.385 0.081 -1.643  0.9720
C -1.272 0.910 4.090  0.0003
C -0.603 0.073 2.997  0.0015
C -0.142 -1.252 3.625  0.0010
C 0.716 -2.294 2.844  0.0003
C 2.092 -2.452 3.487  0.0002
C -0.025 -3.629 2.848  0.0005
N 0.924 -1.840 1.418  0.0039
C 1.468 -2.853 0.468  0.0001
C 2.513 -2.261 -0.467  0.0000
N 1.987 -1.538 -1.650  -0.0004
C 1.509 -2.559 -2.612  0.0009
C 0.071 -2.437 -3.092  0.0034
O -0.518 -3.395 -3.524  0.0009
O -0.406 -1.215 -3.042  0.0092
C 3.033 -0.648 -2.289  0.0001
C 4.381 -0.579 -1.572  0.0000
C 2.479 0.732 -2.674  0.0014
C 2.230 1.849 -1.642  0.0036
C 1.702 3.053 -2.427  0.0012
C 3.513 2.308 -0.936  0.0001
N 1.203 1.333 -0.661  0.0150
C 0.794 2.368 0.328  0.0015
C -0.107 1.878 1.459  0.0014
N 0.437 0.785 2.250  0.0006
C 1.608 1.185 3.019  0.0001
C 2.921 0.965 2.245  0.0001
O 3.858 1.728 2.435  0.0000
O 2.907 -0.045 1.448  0.0005
H -2.065 0.341 4.578  0.0000
H -1.725 1.811 3.675  0.0001
H -0.547 1.208 4.852  0.0001
H -1.374 -0.171 2.265  0.0013
H -1.075 -1.744 3.908  0.0007
H 0.373 -1.045 4.568  0.0002
H 1.966 -2.763 4.525  0.0000
H 2.657 -1.522 3.463  0.0000
H 2.686 -3.219 2.987  0.0000
H -0.267 -3.891 3.878  0.0000
H 0.569 -4.442 2.433  0.0000
H -0.962 -3.554 2.293  0.0004
H 1.578 -1.004 1.444  0.0002
H 0.017 -1.524 1.023  0.0025
H 0.632 -3.313 -0.060  -0.0001
H 1.967 -3.627 1.047  0.0000
H 3.148 -3.090 -0.802  0.0000
H 3.131 -1.598 0.126  0.0000
H 1.638 -3.566 -2.216  -0.0001
H 2.101 -2.520 -3.531  0.0000
H 3.260 -1.107 -3.256  0.0000
H 4.321 -0.197 -0.556  0.0000
H 5.034 0.080 -2.146  0.0000
H 4.854 -1.561 -1.549  0.0000
H 1.548 0.567 -3.238  0.0007
H 3.170 1.149 -3.413  0.0000
H 2.476 3.371 -3.126  0.0000
H 1.499 3.901 -1.774  0.0000
H 0.807 2.824 -2.999  0.0008
H 4.326 2.360 -1.662  0.0001
H 3.815 1.660 -0.118  0.0000
H 3.388 3.311 -0.528  0.0000
H 1.720 0.649 -0.088  0.0039
H 0.250 3.156 -0.195  0.0002
H 1.691 2.821 0.757  -0.0002
H -1.068 1.565 1.054  0.0009
H -0.296 2.768 2.082  0.0000
H 1.679 0.570 3.919  0.0000
H 1.562 2.228 3.353  0.0000
O -1.181 -1.454 -0.233  0.1008
C -2.189 -0.636 -0.099  0.2004
O -2.007 0.514 -0.769  0.0308
C -3.320 -0.858 0.689  0.0788
C -3.474 -2.090 1.392  0.0892
C -4.514 -2.275 2.258  0.0084
C -5.447 -1.242 2.452  0.1392
C -5.341 -0.031 1.746  0.0140
C -4.303 0.157 0.878  0.0900
N -6.520 -1.427 3.376  0.0421
O -6.557 -2.471 4.023  0.0705
O -7.300 -0.496 3.557  0.0693
H -2.765 -2.885 1.210  0.0060
H -4.645 -3.203 2.795  -0.0008
H -6.086 0.733 1.908  -0.0005
H -4.209 1.087 0.333  0.0060
N -3.020 3.975 -5.935  0.0043
C -2.417 3.161 -5.030  0.0049
C -2.460 3.437 -3.656  -0.0009
C -1.819 2.597 -2.783  0.0074
N -1.132 1.508 -3.166  0.0038
C -1.099 1.238 -4.479  0.0048
C -1.706 2.023 -5.429  -0.0006
H -3.662 4.679 -5.618  0.0001
H -3.121 3.669 -6.886  0.0001
H -3.000 4.295 -3.279  -0.0002
H -1.860 2.783 -1.717  0.0007
H -0.573 0.336 -4.763  0.0003
H -1.643 1.745 -6.473  -0.0002

Results
E_HOMO (spin up / spin down), Ha: -0.204 / -0.318
2S+1: 3
ΔE to the lowest compared entry with this formula, charge and spin, eV: 0.000
LUMO energy (spin up / spin down), eV: -0.008 / -0.170
Frontier orbital gap (spin up / spin down), Ha: 0.2040 / 0.3116
⟨S²⟩: 2.032



One molecule with the formula C4H12N2. Source: the Open Molecules 2025 dataset; level of theory: ωB97M-V/def2-TZVPD.

Last column: Mulliken charge in e.
CARTESIAN COORDINATES (ANGSTROEM)
C 0.300 -2.007 1.460  -0.8359
N 0.586 -0.589 1.087  -0.4030
C 1.038 -0.383 -0.256  -0.6950
C 0.710 1.018 -0.849  -0.3137
C -0.695 1.542 -0.525  -0.8833
N -1.844 0.718 -0.835  -0.5144
H -0.003 -2.545 0.555  0.2946
H -0.517 -1.966 2.177  0.3153
H 1.112 -2.544 1.949  0.2682
H -0.311 -0.190 1.263  0.2935
H 2.122 -0.504 -0.316  0.3391
H 0.666 -1.136 -0.986  0.3321
H 1.432 1.708 -0.407  0.2584
H 0.851 0.962 -1.929  0.3352
H -0.678 1.801 0.534  0.3806
H -0.814 2.492 -1.048  0.3711
H -1.724 -0.249 -0.558  0.2196
H -2.104 0.751 -1.806  0.2376

Results
E_HOMO, Ha: -0.329
SMILES: CNCCCN
ΔE to the lowest compared entry with this formula, charge and spin, eV: 0.885
LUMO energy, eV: 1.100
Frontier orbital gap, Ha: 0.3693



C3H2CsNaO2 as an isolated structure. Source: the Open Molecules 2025 dataset; level of theory: ωB97M-V/def2-TZVPD.

Last column: Löwdin spin population.
CARTESIAN COORDINATES (ANGSTROEM)
C -4.603 1.667 0.374  0.0711
C -4.841 0.445 0.160  -0.0021
H -5.314 2.485 0.238  0.0099
H -5.454 -0.177 -0.487  0.0047
O -3.316 -0.780 -0.155  0.1699
C -2.155 -0.770 0.274  0.5048
O -1.345 0.167 0.377  0.2004
Na -2.403 1.920 -0.951  0.0312
Cs 3.205 -0.985 0.857  0.0101

Results
E_HOMO (spin up / spin down), Ha: -0.338 / -0.413
2S+1: 2
LUMO energy (spin up / spin down), eV: -3.871 / -3.889
Net charge: +1
Frontier orbital gap (spin up / spin down), Ha: 0.1956 / 0.2699
⟨S²⟩: 0.757



no.,electronic energy (eV)
1,-83907.238
2,-7322.144
3,-12193.310